ORCA calculation (ωB97M-V with the def2-TZVPD basis set) on 9 unconnected molecules or ions with the total composition C27H44N12O3 at a distorted geometry.

## Properties
HOMO level in eV: -7.80
Total energy in hartree: -1938.00063
Max |F| in eV Å⁻¹: 5.21
Energy above the lowest of the compared OMol25 structures with the same formula, charge and spin in kJ/mol: 0.0

```
86
C27H44N12O3, DFT ωB97M-V with the def2-TZVPD basis set
C 0.962 0.501 -2.978
O 0.499 -0.501 -3.494
N 0.484 1.678 -3.222
N 2.054 0.536 -2.312
H -0.236 1.652 -3.930
H 1.075 2.476 -3.040
H 2.413 1.420 -1.982
H 2.660 -0.270 -2.249
C -4.319 -1.030 0.380
O -4.527 0.123 0.546
N -3.804 -1.461 -0.726
N -4.489 -1.918 1.333
H -3.621 -0.736 -1.405
H -3.612 -2.438 -0.892
H -5.075 -1.575 2.081
H -4.077 -2.839 1.371
C -1.702 -3.352 -2.531
O -2.640 -4.153 -2.503
N -1.433 -2.610 -3.557
N -0.685 -3.194 -1.690
H -2.037 -2.651 -4.366
H -0.669 -1.950 -3.515
H -0.735 -3.818 -0.898
H 0.133 -2.676 -1.978
C 1.301 0.905 1.309
C 0.277 0.221 0.379
C -0.713 -0.681 1.210
C -0.232 -2.078 1.471
N 0.158 -3.166 1.708
H 0.693 1.191 2.167
H 1.898 1.727 0.914
H 2.023 0.201 1.724
H 0.763 -0.405 -0.369
H -0.252 1.015 -0.149
H -1.601 -0.756 0.583
H -0.931 -0.128 2.124
N 6.939 1.390 2.101
C 6.266 0.747 1.133
C 4.952 0.433 1.625
C 4.931 0.886 2.904
C 6.151 1.460 3.209
H 7.872 1.733 1.922
H 6.797 0.599 0.205
H 4.135 -0.073 1.134
H 4.023 0.682 3.451
H 6.540 2.100 3.987
N -4.477 1.167 -2.445
C -5.084 0.352 -3.404
C -4.074 -0.288 -4.167
C -2.829 0.143 -3.656
C -3.106 0.999 -2.562
H -4.920 1.697 -1.708
H -6.157 0.226 -3.411
H -4.339 -0.934 -4.991
H -1.862 -0.237 -3.952
H -2.413 1.407 -1.841
N 3.596 3.221 -3.543
C 3.866 2.931 -2.201
C 2.911 3.595 -1.443
C 2.136 4.306 -2.357
C 2.586 4.059 -3.677
H 4.268 2.984 -4.258
H 4.781 2.389 -2.014
H 2.854 3.596 -0.365
H 1.273 4.885 -2.065
H 2.338 4.492 -4.635
N -4.977 -5.986 0.997
C -3.837 -5.437 0.411
C -3.093 -4.755 1.383
C -3.663 -5.106 2.623
C -4.848 -5.879 2.330
H -5.783 -6.438 0.587
H -3.763 -5.430 -0.666
H -2.201 -4.180 1.183
H -3.357 -4.928 3.643
H -5.609 -6.372 2.916
N 1.853 2.568 4.444
C 1.567 3.835 4.082
C 2.031 4.570 5.060
C 2.620 3.768 6.040
C 2.511 2.494 5.589
H 1.500 1.766 3.941
H 1.030 3.990 3.158
H 2.040 5.650 5.061
H 3.173 4.161 6.881
H 2.847 1.502 5.853
```